# 1
Entry from the Open Molecules 2025 dataset: 2 unconnected molecules or ions with the total composition C3H11NO2 in a non-equilibrium geometry (ωB97M-V with the def2-TZVPD basis set).

CARTESIAN COORDINATES (ANGSTROEM)
C (1.335, -1.318, 0.826)
C (0.903, -1.264, -0.617)
C (1.368, -0.038, -1.601)
O (0.370, 0.209, -2.598)
N (0.784, -2.368, 1.774)
H (2.398, -1.201, 0.810)
H (1.051, -0.337, 1.483)
H (1.136, -2.218, -1.092)
H (-0.166, -1.050, -0.549)
H (1.813, 0.735, -1.082)
H (2.125, -0.564, -2.205)
H (-0.380, 0.795, -2.285)
H (1.402, -2.170, 2.548)
H (-0.094, -2.079, 2.168)
H (-3.901, 4.216, 1.078)
H (-5.349, 4.011, 0.407)
O (-4.796, 4.641, 0.935)

Calculated values
highest occupied orbital energy (alpha / beta) = -13.33 / -13.33 eV
2S+1 = 2
E = -325.7063 Eh
net charge = +1
HOMO-LUMO gap (alpha / beta) = 0.34252 / 0.13425 hartree
⟨S²⟩ = 0.75

***

# 2
Entry from the Open Molecules 2025 dataset: a molecular structure, C35H29N6O4SV in a non-equilibrium geometry (ωB97M-V with the def2-TZVPD basis set).

CARTESIAN COORDINATES (ANGSTROEM)
V (-0.763, 0.500, 0.186)
O (3.109, -0.435, 6.073)
N (3.753, -0.403, 5.045)
O (4.960, -0.502, 5.001)
C (3.027, -0.260, 3.760)
C (3.803, -0.333, 2.657)
C (3.239, -0.243, 1.351)
C (3.998, -0.320, 0.174)
C (3.353, -0.236, -1.038)
C (1.964, -0.073, -1.061)
N (1.232, 0.011, 0.033)
C (1.858, -0.074, 1.231)
C (1.036, 0.036, 2.402)
N (-0.284, 0.257, 2.171)
C (-1.100, 0.372, 3.204)
C (-0.647, 0.274, 4.516)
C (0.688, 0.063, 4.770)
C (1.589, -0.062, 3.694)
H (4.867, -0.474, 2.779)
H (5.072, -0.438, 0.234)
H (3.900, -0.279, -1.970)
H (1.417, 0.019, -1.992)
H (-2.135, 0.575, 2.961)
H (-1.348, 0.381, 5.332)
H (1.041, -0.002, 5.783)
S (-1.962, 0.168, -2.286)
C (-2.659, 0.459, -0.829)
N (-2.999, 0.613, 0.294)
C (-0.428, 3.530, 2.584)
C (-0.092, 4.199, 1.283)
C (0.206, 5.554, 1.242)
C (0.511, 6.186, 0.046)
C (0.524, 5.443, -1.125)
C (0.230, 4.086, -1.125)
C (0.249, 3.303, -2.403)
C (-0.095, 3.450, 0.092)
N (-0.416, 2.114, 0.121)
H (-0.362, 4.238, 3.411)
H (0.253, 2.701, 2.788)
H (-1.440, 3.117, 2.556)
H (0.197, 6.121, 2.166)
H (0.738, 7.244, 0.027)
H (0.765, 5.923, -2.067)
H (0.592, 3.925, -3.231)
H (-0.738, 2.908, -2.642)
H (0.909, 2.437, -2.319)
C (1.894, -2.802, -3.936)
O (1.119, -3.861, -3.378)
C (-0.219, -3.573, -3.209)
C (-1.049, -3.261, -4.270)
C (-2.406, -3.089, -4.050)
C (-2.928, -3.242, -2.775)
C (-2.103, -3.561, -1.712)
C (-0.740, -3.718, -1.924)
N (0.166, -4.203, -0.950)
C (0.034, -4.378, 0.356)
C (-0.864, -3.806, 1.252)
C (-1.126, -4.527, 2.460)
C (-2.062, -4.104, 3.343)
C (-2.784, -2.910, 3.057)
C (-2.504, -2.135, 1.976)
C (-1.449, -2.490, 1.066)
O (-0.993, -1.703, 0.195)
H (1.515, -2.506, -4.914)
H (2.907, -3.180, -4.041)
H (1.883, -1.937, -3.270)
H (-0.633, -3.172, -5.265)
H (-3.054, -2.830, -4.876)
H (-3.985, -3.100, -2.601)
H (-2.524, -3.696, -0.728)
H (0.989, -4.603, -1.378)
H (0.724, -5.119, 0.752)
H (-0.588, -5.454, 2.631)
H (-2.276, -4.668, 4.240)
H (-3.574, -2.604, 3.733)
H (-3.047, -1.224, 1.761)

Calculated values
highest occupied orbital energy (alpha / beta) = -6.10 / -6.10 eV
2S+1 = 1
E = -3322.7602 Eh
net charge = 0
HOMO-LUMO gap (alpha / beta) = 0.17155 / 0.17140 hartree

***

# 3
Entry from the Open Molecules 2025 dataset: 2 unconnected molecules or ions with the total composition C3H11N3P in a non-equilibrium geometry (ωB97M-V with the def2-TZVPD basis set).

CARTESIAN COORDINATES (ANGSTROEM)
C (-2.631, 0.151, 0.286)
C (1.837, 1.417, 0.572)
C (1.995, -1.366, -0.341)
N (-2.422, -1.095, 0.586)
N (-1.686, 0.761, -0.417)
N (-0.645, -0.005, -0.905)
P (1.137, -0.221, 0.856)
H (-3.516, 0.776, 0.460)
H (2.657, 1.355, -0.157)
H (2.200, 1.784, 1.456)
H (1.090, 2.118, 0.172)
H (2.945, -0.907, -0.753)
H (1.232, -1.765, -0.974)
H (2.525, -2.189, 0.231)
H (-3.016, -1.707, 1.174)
H (-1.835, 1.673, -0.717)
H (-0.184, 0.648, -1.576)
H (-1.684, -1.428, 0.046)

Calculated values
highest occupied orbital energy = -12.53 eV
2S+1 = 1
E = -626.1904 Eh
net charge = +1
HOMO-LUMO gap = 0.29183 hartree

***

# 4
Entry from the Open Molecules 2025 dataset: 2 unconnected molecules or ions with the total composition C9H5N8O5 in a non-equilibrium geometry (ωB97M-V with the def2-TZVPD basis set).

CARTESIAN COORDINATES (ANGSTROEM)
O (3.473, 3.623, -0.003)
C (2.651, 2.724, -0.132)
C (1.201, 2.886, -0.081)
N (0.232, 1.900, 0.015)
C (-0.953, 2.565, -0.020)
C (-0.700, 3.952, -0.112)
N (0.642, 4.114, -0.184)
H (2.870, 1.661, -0.352)
H (-1.935, 2.089, -0.019)
H (-1.405, 4.783, -0.128)
O (-1.677, -4.310, -2.063)
N (-1.799, -3.863, -0.912)
O (-2.630, -4.316, -0.089)
C (-0.975, -2.749, -0.432)
C (-1.137, -2.221, 0.842)
C (-0.459, -1.028, 1.227)
N (-0.447, -0.631, 2.610)
O (-1.162, -1.228, 3.445)
O (0.326, 0.305, 2.925)
C (0.369, -0.301, 0.341)
N (0.631, -0.961, -0.831)
N (1.560, -0.615, -1.776)
N (1.446, -1.474, -2.752)
N (0.506, -2.421, -2.494)
C (0.007, -2.136, -1.276)
H (-1.806, -2.708, 1.544)
H (1.171, 0.358, 0.706)

Calculated values
highest occupied orbital energy = -5.20 eV
2S+1 = 1
E = -1160.0109 Eh
net charge = -1
HOMO-LUMO gap = 0.22644 hartree

***

# 5
Entry from the Open Molecules 2025 dataset: a molecular structure, C43H36GaN5O4S (ωB97M-V with the def2-TZVPD basis set).

CARTESIAN COORDINATES (ANGSTROEM)
Ga (-0.352, 0.656, 0.027)
O (-0.561, 1.983, 1.264)
C (-1.333, 2.071, 2.420)
C (-2.784, 1.700, 2.024)
C (-2.943, 0.253, 1.659)
C (-3.765, -0.574, 2.407)
C (-3.945, -1.890, 2.019)
C (-3.321, -2.340, 0.873)
C (-2.494, -1.478, 0.171)
C (-1.748, -1.938, -1.042)
C (-0.270, -2.204, -0.679)
O (0.326, -1.017, -0.246)
C (-0.245, -3.292, 0.402)
C (-0.551, -4.611, 0.073)
C (-0.649, -5.583, 1.057)
C (-0.439, -5.247, 2.389)
C (-0.119, -3.940, 2.721)
C (-0.019, -2.970, 1.730)
C (0.534, -2.680, -1.887)
C (-0.023, -2.952, -3.127)
C (0.776, -3.388, -4.183)
C (2.137, -3.555, -4.003)
C (2.705, -3.276, -2.762)
C (1.910, -2.841, -1.718)
N (-2.289, -0.211, 0.575)
C (-1.248, 3.530, 2.885)
C (-2.049, 4.511, 2.310)
C (-1.907, 5.845, 2.665)
C (-0.952, 6.221, 3.598)
C (-0.140, 5.253, 4.170)
C (-0.291, 3.920, 3.816)
C (-0.843, 1.151, 3.542)
C (-1.585, 1.015, 4.716)
C (-1.158, 0.184, 5.735)
C (0.036, -0.519, 5.608)
C (0.795, -0.365, 4.462)
C (0.355, 0.466, 3.435)
H (-3.042, 2.299, 1.151)
H (-3.490, 1.944, 2.818)
H (-4.252, -0.174, 3.285)
H (-4.574, -2.552, 2.600)
H (-3.437, -3.357, 0.527)
H (-1.788, -1.170, -1.817)
H (-2.215, -2.847, -1.420)
H (-0.710, -4.881, -0.965)
H (-0.887, -6.603, 0.783)
H (-0.514, -6.004, 3.159)
H (0.043, -3.662, 3.755)
H (0.217, -1.950, 1.988)
H (-1.081, -2.811, -3.298)
H (0.326, -3.589, -5.147)
H (2.756, -3.901, -4.821)
H (3.770, -3.402, -2.610)
H (2.348, -2.616, -0.753)
H (-2.779, 4.251, 1.555)
H (-2.538, 6.592, 2.201)
H (-0.839, 7.261, 3.874)
H (0.616, 5.533, 4.892)
H (0.353, 3.176, 4.268)
H (-2.502, 1.581, 4.840)
H (-1.751, 0.089, 6.637)
H (0.375, -1.167, 6.406)
H (1.735, -0.894, 4.357)
H (0.973, 0.610, 2.556)
N (3.241, 0.355, -7.088)
C (2.346, 0.694, -6.090)
C (1.863, 2.003, -5.988)
C (0.945, 2.336, -5.013)
C (0.486, 1.355, -4.144)
C (0.955, 0.049, -4.232)
C (1.883, -0.279, -5.200)
S (-0.640, 1.753, -2.887)
O (-1.535, 0.630, -2.703)
O (-1.202, 3.046, -3.151)
N (0.202, 1.785, -1.489)
C (1.551, 1.917, -1.282)
N (1.896, 1.325, -0.122)
C (3.166, 1.394, 0.238)
C (4.112, 2.021, -0.556)
C (3.645, 2.590, -1.729)
N (2.368, 2.565, -2.104)
H (3.751, 1.102, -7.525)
H (3.769, -0.491, -6.960)
H (2.217, 2.759, -6.679)
H (0.578, 3.348, -4.916)
H (0.594, -0.706, -3.543)
H (2.245, -1.298, -5.276)
H (3.429, 0.927, 1.181)
H (5.152, 2.069, -0.271)
H (4.324, 3.107, -2.399)

Calculated values
highest occupied orbital energy = -8.18 eV
2S+1 = 1
E = -4558.0500 Eh
net charge = 0
HOMO-LUMO gap = 0.31519 hartree

***

# 6
Entry from the Open Molecules 2025 dataset: a molecular structure, C25H23F6HoN2O5P in a non-equilibrium geometry (ωB97M-V with the def2-TZVPD basis set).

CARTESIAN COORDINATES (ANGSTROEM)
Ho (1.674, -0.506, -0.277)
C (2.398, -0.516, -4.588)
O (1.132, -0.994, -5.056)
C (0.335, -1.807, -4.340)
C (-0.649, -2.456, -5.048)
C (-1.567, -3.303, -4.414)
C (-1.532, -3.493, -3.051)
C (-0.572, -2.848, -2.267)
C (-0.627, -2.986, -0.852)
N (0.217, -2.433, -0.032)
N (-0.086, -2.521, 1.259)
C (0.435, -1.632, 2.102)
O (1.056, -0.576, 1.751)
C (0.195, -1.887, 3.540)
C (0.683, -0.972, 4.470)
C (0.511, -1.201, 5.824)
C (-0.145, -2.347, 6.252)
C (-0.640, -3.257, 5.328)
C (-0.474, -3.031, 3.973)
C (0.415, -1.981, -2.900)
O (1.304, -1.400, -2.226)
H (2.892, -0.121, -5.472)
H (2.997, -1.318, -4.161)
H (2.283, 0.276, -3.851)
H (-0.687, -2.293, -6.116)
H (-2.312, -3.815, -5.007)
H (-2.254, -4.142, -2.574)
H (-1.465, -3.545, -0.436)
H (1.198, -0.091, 4.109)
H (0.892, -0.497, 6.552)
H (-0.273, -2.533, 7.311)
H (-1.153, -4.145, 5.674)
H (-0.858, -3.721, 3.235)
F (3.157, -1.908, 0.559)
P (4.452, -0.851, 0.239)
F (4.953, -1.022, 1.712)
F (5.525, 0.224, -0.151)
F (3.403, 0.379, 0.738)
F (5.276, -2.062, -0.325)
F (3.701, -0.652, -1.259)
C (-3.585, 5.586, 0.777)
C (-2.630, 4.480, 0.421)
C (-1.445, 4.296, 1.115)
C (-0.551, 3.288, 0.771)
C (0.719, 3.107, 1.562)
C (-0.875, 2.441, -0.294)
C (-2.074, 2.592, -1.001)
C (-2.421, 1.697, -2.162)
C (-2.926, 3.622, -0.633)
C (0.056, 1.313, -0.608)
O (1.270, 1.506, -0.919)
O (-0.389, 0.133, -0.507)
H (-3.398, 5.970, 1.779)
H (-4.616, 5.233, 0.725)
H (-3.485, 6.416, 0.074)
H (-1.204, 4.946, 1.949)
H (0.722, 3.766, 2.429)
H (1.592, 3.336, 0.950)
H (0.819, 2.078, 1.916)
H (-2.258, 0.653, -1.905)
H (-1.794, 1.934, -3.026)
H (-3.461, 1.827, -2.459)
H (-3.855, 3.762, -1.177)

Calculated values
highest occupied orbital energy (alpha / beta) = -8.45 / -8.21 eV
2S+1 = 6
E = -3341.1721 Eh
net charge = 0
HOMO-LUMO gap (alpha / beta) = 0.28910 / 0.19285 hartree
⟨S²⟩ = 8.84

***

# 7
Entry from the Open Molecules 2025 dataset: CHNP2S2 in the gas phase in a non-equilibrium geometry (ωB97M-V with the def2-TZVPD basis set).

CARTESIAN COORDINATES (ANGSTROEM)
N (-1.832, -0.202, -1.994)
C (-2.210, -1.117, -1.310)
P (-3.169, -2.179, -0.467)
S (-2.688, -1.068, 1.553)
P (-3.566, 0.738, 0.242)
S (-2.988, 2.617, 0.281)
H (-0.833, 0.119, -2.116)

Calculated values
highest occupied orbital energy = -8.81 eV
2S+1 = 1
E = -1572.4783 Eh
net charge = 0
HOMO-LUMO gap = 0.27100 hartree
SMILES = N=C=P#S#P=S

***

# 8
Entry from the Open Molecules 2025 dataset: a gas-phase ion, C5H6NO (charge -1) in a non-equilibrium geometry (ωB97M-V with the def2-TZVPD basis set).

CARTESIAN COORDINATES (ANGSTROEM)
C (-1.958, 1.259, 0.060)
C (-1.148, 0.227, 0.043)
C (-0.770, -1.264, -0.081)
C (0.196, -0.144, -0.367)
C (1.583, -0.041, 0.360)
N (2.654, 0.283, -0.266)
O (3.801, 0.241, 0.380)
H (-3.021, 1.347, 0.358)
H (-1.449, 2.287, -0.117)
H (-1.195, -1.776, -1.083)
H (-0.732, -1.818, 0.862)
H (0.387, -0.022, -1.495)
H (1.653, -0.582, 1.347)

Calculated values
highest occupied orbital energy = -2.34 eV
2S+1 = 1
E = -323.9697 Eh
net charge = -1
HOMO-LUMO gap = 0.22352 hartree
SMILES = C=C1C[C@@H]1/C=N/[O-]